Entry 1:
The following is a DFT calculation (ωB97M-V/def2-TZVPD) of a structure of composition C3H4CsMgO2 at a distorted geometry.

Each line ends with the natural charge from an NBO analysis.
Geometry (Å):
O: -0.5667 -2.6918 1.0738  -0.76
Cs: 0.0824 0.5084 -0.6434  0.99
C: -1.5219 -3.4926 1.0929  0.52
C: -2.9006 -3.0406 0.9040  -0.75
H: -1.3599 -4.5289 1.4310  0.17
H: -3.5057 -3.3940 1.7542  0.30
H: -3.3046 -3.5598 0.0202  0.30
Mg: 1.4508 -3.3030 1.7596  0.98
C: 0.4667 4.3545 -2.2106  0.43
O: 0.6082 5.3882 -2.6238  -0.43
H: -2.9066 -1.9216 0.9015  0.24

Calculated values
HOMO-LUMO gap (alpha / beta), Ha: 0.29140 / 0.36385
Spin multiplicity: 2
Net charge: +2
Energy, eV: -13247.505


Entry 2:
The following is a DFT calculation (ωB97M-V/def2-TZVPD) of a structure of composition C3H4CsO3 at a distorted geometry.

Each line ends with the Löwdin charge.
Geometry (Å):
O: -0.4082 0.4756 -0.5480  -0.30
C: -0.5723 -0.7997 -0.4077  -1.05
O: -1.7043 -1.3555 -0.6615  -0.18
O: 0.3503 -1.4647 0.2098  -0.31
Cs: 2.2160 0.9451 1.3266  0.90
C: -3.2326 -2.7261 -2.6296  -0.10
C: -3.7112 -2.1299 -3.7514  -0.11
H: -2.3556 -3.3778 -2.6921  0.05
H: -3.9289 -3.0381 -1.8445  0.05
H: -4.7903 -2.0795 -3.9263  0.02
H: -3.0733 -2.0332 -4.6353  0.02

Calculated values
HOMO-LUMO gap, Ha: 0.09692
Relative energy (zero: lowest compared OMol25 entry of this formula, charge and spin), kcal per mole: 23.7
Net charge: -1
Energy, eV: -9864.676


Entry 3:
The following is a DFT calculation (ωB97M-V/def2-TZVPD) of a structure of composition C3H4CuNaO3 at a distorted geometry.

Each line ends with the natural charge from an NBO analysis.
Geometry (Å):
H: 0.2976 -2.5424 -0.3343  0.13
C: 0.2722 -1.5979 0.2574  -0.17
C: -0.3583 -0.5752 -0.6643  -0.17
O: -0.2441 0.6854 -0.0619  -0.70
C: -1.3317 1.9248 -0.2735  0.49
O: -0.8846 2.9868 0.4154  -0.72
Na: 1.8590 0.6621 1.0130  0.94
O: 1.5344 -1.2001 0.6800  -1.07
H: -0.4031 -1.7711 1.1354  0.15
H: -1.4096 -0.8181 -0.9042  0.16
H: -1.3172 3.7963 0.1156  0.52
Cu: 1.9853 -1.5507 -1.3784  0.45

Calculated values
HOMO-LUMO gap (alpha / beta), Ha: 0.18332 / 0.20181
Relative energy (zero: lowest compared OMol25 entry of this formula, charge and spin), kcal per mole: 78.1
Net charge: 0
Energy, eV: -58367.601


Entry 4:
The following is a DFT calculation (ωB97M-V/def2-TZVPD) of an isolated molecule of C3H4F2 at a distorted geometry.

Each line ends with the natural charge from an NBO analysis.
Geometry (Å):
C: 1.0715 -0.7110 -0.5561  -0.51
C: -0.0434 -0.1077 -0.4017  0.37
F: -0.9954 -0.1561 -1.4154  -0.36
C: -0.6546 0.5953 0.6321  -0.02
F: 0.2527 0.7595 1.6117  -0.35
H: 1.0652 -1.2550 -1.4723  0.24
H: 1.6303 -0.7138 0.3613  0.24
H: -0.9393 1.5970 0.1871  0.19
H: -1.3869 -0.0082 1.0534  0.19

Calculated values
HOMO-LUMO gap, Ha: 0.41621
SMILES: C=C(F)CF
Relative energy (zero: lowest compared OMol25 entry of this formula, charge and spin), kcal per mole: 22.8
Net charge: 0
Energy, eV: -8609.125


Entry 5:
The following is a DFT calculation (ωB97M-V/def2-TZVPD) of a cluster of 2 separate species, C3H4F2N4O4 in total at a distorted geometry.

Each line ends with the natural charge from an NBO analysis.
Geometry (Å):
C: -0.5167 0.5540 -1.0468  -0.26
C: -0.2763 -0.0372 1.0502  -0.28
C: 0.6718 0.4764 -0.0741  0.23
N: -1.3524 0.3896 0.1834  -0.25
N: 1.6694 -1.3523 -0.7765  0.38
N: 1.8190 1.2693 0.2032  0.46
N: -2.5339 -0.3004 0.0451  0.64
O: 2.2935 1.1704 1.3184  -0.36
O: -3.1183 -0.1527 -1.0194  -0.39
O: 2.1815 1.9791 -0.7038  -0.35
O: -2.8144 -0.9547 1.0171  -0.38
F: 2.8724 -1.2229 -0.2453  -0.19
F: 1.0334 -2.3598 -0.0982  -0.22
H: -0.8350 1.4304 -1.6188  0.26
H: -0.5236 -0.3671 -1.5185  0.23
H: -0.4146 -1.0742 1.4112  0.26
H: -0.1558 0.5521 1.8726  0.23

Calculated values
HOMO-LUMO gap (alpha / beta), Ha: 0.30857 / 0.32293
Relative energy (zero: lowest compared OMol25 entry of this formula, charge and spin), kcal per mole: 9.1
Net charge: 0
Energy, eV: -22747.754


Entry 6:
The following is a DFT calculation (ωB97M-V/def2-TZVPD) of an isolated molecule of C3H4F2O at a distorted geometry.

Each line ends with the natural charge from an NBO analysis.
Geometry (Å):
O: -0.5724 1.6009 -0.0349  -0.49
C: -0.0260 0.5467 0.0014  0.51
C: -0.7651 -0.7510 0.0720  -0.05
F: -2.1139 -0.5595 -0.0370  -0.33
C: 1.4969 0.4035 0.0665  -0.05
F: 1.8335 -0.9072 -0.0842  -0.35
H: -0.4078 -1.3870 -0.6992  0.19
H: -0.5320 -1.2334 1.0090  0.19
H: 1.8523 1.0186 -0.7693  0.19
H: 1.9554 0.7994 0.9902  0.20

Calculated values
HOMO-LUMO gap, Ha: 0.40750
SMILES: O=C(CF)CF
Relative energy (zero: lowest compared OMol25 entry of this formula, charge and spin), kcal per mole: 10.7
Net charge: 0
Energy, eV: -10657.495


Entry 7:
The following is a DFT calculation (ωB97M-V/def2-TZVPD) of an isolated molecule of C3H4F2OS at a distorted geometry.

Each line ends with the natural charge from an NBO analysis.
Geometry (Å):
O: 1.6430 0.5165 -0.5310  -0.49
C: 0.8760 0.6402 0.3838  0.35
C: -0.4420 -0.0318 0.4682  0.31
F: -0.8816 -0.1505 1.7312  -0.32
S: -1.7444 1.5875 -0.3290  -0.15
C: -0.7044 -1.2459 -0.3867  -0.02
F: -2.0227 -1.3754 -0.7178  -0.34
H: 1.0746 1.2854 1.2546  0.14
H: -0.7295 2.2323 -0.9204  0.13
H: -0.1308 -1.1685 -1.3150  0.21
H: -0.4302 -2.1499 0.1740  0.19

Calculated values
HOMO-LUMO gap, Ha: 0.32924
SMILES: O=C[C@@](F)(S)CF
Relative energy (zero: lowest compared OMol25 entry of this formula, charge and spin), kcal per mole: 35.5
Net charge: 0
Energy, eV: -21491.836


Entry 8:
The following is a DFT calculation (ωB97M-V/def2-TZVPD) of an isolated molecule of C3H4F2S2 at a distorted geometry.

Each line ends with the natural charge from an NBO analysis.
Geometry (Å):
F: -1.3894 1.1510 -0.4803  -0.37
C: -1.0992 -0.2908 -0.4200  0.57
F: -2.1375 -0.8717 0.1986  -0.32
C: 0.0424 -0.5102 0.4950  -0.56
C: 1.3901 0.0778 0.0121  -0.32
S: 2.6542 -0.9175 -0.2583  0.04
S: 1.3873 1.7830 0.1097  0.05
H: -0.9253 -0.7645 -1.4904  0.18
H: -0.1091 0.0509 1.3656  0.25
H: 0.2800 -1.6270 0.6679  0.27
H: -0.0936 1.9190 -0.1999  0.23

Calculated values
HOMO-LUMO gap, Ha: 0.31201
SMILES: FC(F)CC(=S)S
Relative energy (zero: lowest compared OMol25 entry of this formula, charge and spin), kcal per mole: 29.9
Net charge: 0
Energy, eV: -30279.720


Entry 9:
The following is a DFT calculation (ωB97M-V/def2-TZVPD) of an isolated molecule of C3H4F3N at a distorted geometry.

Each line ends with the natural charge from an NBO analysis.
Geometry (Å):
H: -1.0506 1.9378 -0.2178  0.35
N: -1.2748 1.0275 -0.1096  -0.59
C: -0.3979 0.1944 -0.0953  0.24
C: -0.7591 -1.2579 0.1614  -0.67
C: 1.1112 0.6143 -0.0851  0.92
F: 1.7088 0.1616 1.0582  -0.33
F: 1.7821 0.0333 -1.0729  -0.32
F: 1.1845 1.9340 -0.1687  -0.31
H: -0.3265 -1.8885 -0.6703  0.23
H: -1.8405 -1.2249 0.2491  0.25
H: -0.1372 -1.5316 0.9510  0.23

Calculated values
HOMO-LUMO gap, Ha: 0.41743
SMILES: [H]/N=C(/C)C(F)(F)F
Relative energy (zero: lowest compared OMol25 entry of this formula, charge and spin), kcal per mole: 1.2
Net charge: 0
Energy, eV: -12817.943


Entry 10:
The following is a DFT calculation (ωB97M-V/def2-TZVPD) of a structure of composition C3H4F3N3 at a distorted geometry.

Each line ends with the natural charge from an NBO analysis.
Geometry (Å):
C: -0.5289 -1.1998 0.1886  -0.18
C: 0.7684 -0.8703 -0.0284  0.38
C: 1.1027 0.3052 -0.8272  -0.33
N: -0.8963 1.2907 -0.0297  -0.29
N: -1.4457 -0.4389 -0.4443  0.05
N: 0.3667 1.3732 -0.0459  0.17
F: 1.7769 -1.5374 0.5196  -0.30
F: -2.6974 -0.5705 0.0955  -0.24
F: 0.9506 1.2840 1.4415  -0.41
H: -0.7894 -1.9528 0.8046  0.22
H: 2.2478 0.4506 -0.8540  0.27
H: 0.4966 0.3124 -1.6566  0.25
H: -1.3522 1.5535 0.8363  0.41

Calculated values
HOMO-LUMO gap, Ha: 0.34557
Relative energy (zero: lowest compared OMol25 entry of this formula, charge and spin), kcal per mole: 157.2
Net charge: 0
Energy, eV: -15790.967


Entry 11:
The following is a DFT calculation (ωB97M-V/def2-TZVPD) of the ion C3H4F3N4O2 with charge -1 at a distorted geometry.

Each line ends with the natural charge from an NBO analysis.
Geometry (Å):
N: 1.6985 0.3778 0.3146  -0.85
C: 0.5353 -0.2521 0.0694  0.56
N: -0.0187 -0.8648 -0.8180  -0.54
C: -1.4352 -1.1031 -0.5437  0.38
O: -2.0505 0.0261 -1.1259  -0.75
N: -1.6446 -1.0380 0.8289  -0.02
O: -1.4688 -2.2482 1.3013  -0.80
N: -0.8016 -0.0133 1.2929  -0.46
C: -0.4338 -0.1916 2.5701  1.08
F: 0.1417 0.9171 3.1877  -0.38
F: -1.3640 -0.6719 3.3431  -0.29
F: 0.6780 -1.0134 2.7734  -0.39
H: 2.4843 -0.0667 -0.2935  0.38
H: 1.9047 0.5097 1.3025  0.41
H: -1.9101 -1.9431 -1.0688  0.20
H: -1.6815 0.8688 -1.0276  0.47

Calculated values
HOMO-LUMO gap (alpha / beta), Ha: 0.21406 / 0.21404
SMILES: NC1=N[C@H](O)N([O-])N1C(F)(F)F
Relative energy (zero: lowest compared OMol25 entry of this formula, charge and spin), kcal per mole: 32.1
Net charge: -1
Energy, eV: -21380.548


Entry 12:
The following is a DFT calculation (ωB97M-V/def2-TZVPD) of an isolated molecule of C3H4F3NO at a distorted geometry.

Each line ends with the natural charge from an NBO analysis.
Geometry (Å):
C: -0.1224 -0.2295 -0.2133  -0.57
C: 0.5096 1.2861 -0.3538  0.33
C: 0.8641 -1.2546 -0.1708  0.33
N: 1.4807 1.5030 0.6323  0.32
O: 2.3859 0.7205 0.8097  -0.27
F: 1.0891 1.3819 -1.5714  -0.32
F: 1.4471 -1.6430 -1.2931  -0.31
F: 0.5773 1.6859 1.9232  -0.40
H: -0.7080 -0.1966 0.7055  0.26
H: -0.7422 -0.2804 -1.1091  0.25
H: -0.3018 2.0172 -0.2947  0.20
H: 1.2248 -1.7527 0.7137  0.18

Calculated values
HOMO-LUMO gap (alpha / beta), Ha: 0.27194 / 0.35594
Relative energy (zero: lowest compared OMol25 entry of this formula, charge and spin), kcal per mole: 120.3
Net charge: 0
Energy, eV: -14860.269


- Which formula does entry 5 have?
  C3H4F2N4O4


- What is the energy in the third record?
  -58367.601 eV